Arrangement i

Computed, not measured: a 2-piece molecular cluster, C3H11N3O2 overall, with the ωB97M-V functional and the def2-TZVPD basis.

```
19
Properties=species:S:1:pos:R:3
N -2.311 1.825 1.451
N -1.427 0.761 1.273
O -0.108 1.225 1.721
N -1.375 0.315 -0.016
O -0.935 1.284 -0.966
H -2.389 2.390 0.599
H -3.219 1.458 1.700
H -0.261 2.088 2.121
H -0.750 -0.488 -0.066
H 0.021 1.421 -0.844
C 1.868 -0.063 -0.852
C 1.459 -1.174 -0.262
C 1.047 -2.413 -0.986
H 1.918 0.026 -1.925
H 2.186 0.792 -0.279
H 1.430 -1.230 0.819
H 0.044 -2.724 -0.697
H 1.725 -3.229 -0.725
H 1.079 -2.265 -2.065
```

- spin multiplicity = 1
- highest occupied orbital energy (eV) = -9.48
- orbital gap (eV) = 10.46
- SMILES = NN(O)NO.C=CC

Atom charges from the Löwdin analysis, given in e for atoms 1 to 8: number 1, N, carries 0.044; number 2, N, carries -0.264; number 3, O, carries -0.064; number 4, N, carries -0.073; number 5, O, carries -0.071; number 6, H, carries 0.086; number 7, H, carries 0.085; number 8, H, carries 0.071

***

Arrangement ii

Computed, not measured: a 2-piece molecular cluster, C3H11N3O2 overall, with the ωB97M-V functional and the def2-TZVPD basis.

```
19
Properties=species:S:1:pos:R:3
N 2.126 0.190 -1.149
C 1.562 -1.174 -1.029
C 0.057 -1.114 -0.727
N -0.184 -0.247 0.415
C -0.923 -0.584 1.500
N -1.676 -1.772 1.395
O -0.948 0.122 2.491
H 2.667 0.451 -0.335
H 2.859 0.174 -1.854
H 2.019 -1.765 -0.227
H 1.774 -1.694 -1.954
H -0.490 -0.743 -1.586
H -0.151 -2.127 -0.416
H 0.329 0.612 0.451
H -1.512 -2.365 2.196
H -2.653 -1.753 1.163
O -0.387 3.845 -2.046
H -0.215 4.366 -2.836
H 0.399 3.291 -1.935
```

- spin multiplicity = 1
- highest occupied orbital energy (eV) = -9.27
- orbital gap (eV) = 9.98
- SMILES = NCCNC(N)=O.O

Atom charges from the Löwdin analysis, given in e for atoms 1 to 8: number 1, N, carries -0.015; number 2, C, carries -0.258; number 3, C, carries -0.194; number 4, N, carries 0.070; number 5, C, carries -0.600; number 6, N, carries 0.109; number 7, O, carries 0.042; number 8, H, carries 0.062

***

Most stable to least stable, the ends of the list are arrangement ii and arrangement i.

***

Arrangement i

Computed, not measured: the molecule C6H6N2O3S, with the ωB97M-V functional and the def2-TZVPD basis.

```
18
Properties=species:S:1:pos:R:3
C -0.148 -0.860 -0.676
C 0.526 -0.147 0.316
C 0.010 1.257 0.290
C -1.000 0.039 -1.319
C -0.205 -2.363 -0.783
C 0.400 2.273 1.259
N -0.836 1.416 -0.701
N 1.445 -0.690 1.257
O 1.701 -1.846 1.135
O 1.889 0.051 2.115
O -2.917 0.993 -2.847
S -2.058 -0.198 -2.611
H -1.183 -2.677 -1.236
H -0.117 -2.659 0.184
H 0.752 -2.623 -1.218
H -0.005 2.293 2.286
H 0.208 3.374 1.108
H 1.538 2.364 1.441
```

- spin multiplicity = 1
- highest occupied orbital energy (spin up / spin down) (eV) = -9.84 / -9.84
- orbital gap (spin up / spin down) (eV) = 7.27 / 7.26

Atom charges from the Löwdin analysis, given in e for atoms 1 to 8: number 1, C, carries -0.204; number 2, C, carries -0.038; number 3, C, carries -0.272; number 4, C, carries -0.457; number 5, C, carries -0.010; number 6, C, carries -0.056; number 7, N, carries 0.125; number 8, N, carries -0.362

***

Arrangement ii

Computed, not measured: a 2-piece molecular cluster, C6H6N2O3S overall, with the ωB97M-V functional and the def2-TZVPD basis.

```
18
Properties=species:S:1:pos:R:3
C 3.422 -1.565 0.012
C 1.922 -0.118 0.188
C 0.638 -0.527 0.074
C -0.115 0.729 0.122
C -1.109 -2.161 0.352
C -2.112 1.849 -0.222
N 4.145 -2.432 -0.085
N 0.502 1.818 0.254
O 2.854 2.051 -1.014
O 0.235 -1.778 -0.081
O -1.440 0.658 -0.077
S 2.269 1.698 0.283
H -1.325 -1.533 1.229
H -1.171 -3.191 0.531
H -1.837 -2.042 -0.491
H -2.279 2.287 0.715
H -3.036 1.756 -0.857
H -1.562 2.500 -0.934
```

- spin multiplicity = 1
- highest occupied orbital energy (eV) = -10.21
- orbital gap (eV) = 9.37

Atom charges from the Löwdin analysis, given in e for atoms 1 to 8: number 1, C, carries -0.106; number 2, C, carries -0.089; number 3, C, carries -0.296; number 4, C, carries -0.413; number 5, C, carries 0.001; number 6, C, carries -0.079; number 7, N, carries 0.029; number 8, N, carries -0.063

***

Most stable to least stable, the ends of the list are arrangement i and arrangement ii.

***

Arrangement i

Computed, not measured: the molecule C3H4N4O, with the ωB97M-V functional and the def2-TZVPD basis.

```
12
Properties=species:S:1:pos:R:3
C -0.237 -0.963 -1.321
N 1.051 -0.782 -1.370
N 1.704 -0.739 -0.169
C 1.568 0.221 0.669
O 0.751 1.381 0.315
C -0.566 1.305 0.902
N -1.385 0.462 0.584
N -1.204 -0.645 -0.270
H -0.664 -1.227 -2.371
H 1.948 -0.057 1.685
H -0.941 2.154 1.621
H -2.025 -1.112 -0.276
```

- spin multiplicity = 1
- highest occupied orbital energy (eV) = -9.04
- orbital gap (eV) = 9.66
- SMILES = c1nncocn[nH]1

Atom charges from the Löwdin analysis, given in e for atoms 1 to 8: number 1, C, carries -0.143; number 2, N, carries 0.002; number 3, N, carries 0.017; number 4, C, carries -0.151; number 5, O, carries -0.068; number 6, C, carries -0.220; number 7, N, carries 0.049; number 8, N, carries 0.017

***

Arrangement ii

Computed, not measured: the molecule C3H4N4O, with the ωB97M-V functional and the def2-TZVPD basis.

```
12
Properties=species:S:1:pos:R:3
N 2.663 -1.262 -0.273
N 1.674 -0.360 -0.215
C 0.473 -0.507 0.175
C -0.602 0.400 0.069
N -1.793 0.008 0.364
C -2.579 1.227 0.020
N -1.803 2.140 -0.684
O -0.558 1.621 -0.472
H 2.517 -2.359 0.183
H 3.415 -0.653 0.365
H 0.163 -1.743 0.299
H -3.570 1.488 0.168
```

- spin multiplicity = 1
- highest occupied orbital energy (eV) = -9.47
- orbital gap (eV) = 9.47
- SMILES = N/N=C/c1ncno1

Atom charges from the Löwdin analysis, given in e for atoms 1 to 8: number 1, N, carries -0.067; number 2, N, carries -0.124; number 3, C, carries -0.121; number 4, C, carries -0.430; number 5, N, carries 0.144; number 6, C, carries -0.055; number 7, N, carries 0.086; number 8, O, carries -0.016

***

Arrangement iii

Computed, not measured: C3H4N4O as an isolated structure, with the ωB97M-V functional and the def2-TZVPD basis.

```
12
Properties=species:S:1:pos:R:3
C 1.467 0.240 0.344
C -1.519 -1.297 0.109
C -0.657 0.692 -0.112
H 2.755 -1.501 -0.557
H 1.228 1.418 1.115
H -2.298 -2.185 0.142
H -1.245 2.613 -0.369
N 2.701 -0.339 -0.107
N 0.177 -0.296 -0.219
N -0.344 -1.467 -0.194
N -0.365 1.981 -0.219
O -1.900 0.142 0.067
```

- spin multiplicity = 1
- highest occupied orbital energy (eV) = -9.12
- orbital gap (eV) = 9.31

Atom charges from the Löwdin analysis, given in e for atoms 1 to 8: number 1, C, carries -0.127; number 2, C, carries -0.090; number 3, C, carries -0.556; number 4, H, carries 0.142; number 5, H, carries 0.239; number 6, H, carries 0.177; number 7, H, carries 0.098; number 8, N, carries -0.020

***

Arrangement iv

Computed, not measured: the molecule C3H4N4O, with the ωB97M-V functional and the def2-TZVPD basis.

```
12
Properties=species:S:1:pos:R:3
O 2.099 -0.448 1.267
C 1.060 -0.321 0.692
N -0.260 -0.701 1.132
C -1.492 -0.259 0.747
N -1.910 0.429 -0.245
N -1.098 0.740 -1.597
C 0.160 0.428 -1.601
N 1.103 0.074 -0.674
H -0.093 -1.119 2.076
H -2.146 -0.388 1.700
H 0.572 0.700 -2.709
H 2.005 0.866 -0.787
```

- spin multiplicity = 1
- highest occupied orbital energy (eV) = -9.53
- orbital gap (eV) = 9.75
- SMILES = O=C1NC=NN=CN1

Atom charges from the Löwdin analysis, given in e for atoms 1 to 8: number 1, O, carries 0.110; number 2, C, carries -0.498; number 3, N, carries 0.088; number 4, C, carries -0.279; number 5, N, carries 0.038; number 6, N, carries 0.055; number 7, C, carries -0.296; number 8, N, carries 0.067

***

Most stable to least stable, the ends of the list are arrangement iv and arrangement iii.

***

Arrangement i

Computed, not measured: the molecule C3H4N4O, with the ωB97M-V functional and the def2-TZVPD basis.

```
12
Properties=species:S:1:pos:R:3
N -0.482 0.689 -2.199
N 0.434 1.075 -1.118
C 0.715 0.377 -0.048
C 0.219 -0.911 0.254
C -0.066 -1.227 1.440
O -0.101 -0.394 2.436
N 0.793 0.883 2.153
N 0.999 1.341 1.054
H -1.674 0.611 -1.990
H -0.320 1.503 -3.011
H -0.027 -1.640 -0.553
H -0.489 -2.307 1.583
```

- spin multiplicity = 1
- highest occupied orbital energy (eV) = -8.54
- orbital gap (eV) = 8.21
- SMILES = N/N=c1\cconn1

Atom charges from the Löwdin analysis, given in e for atoms 1 to 8: number 1, N, carries -0.094; number 2, N, carries -0.033; number 3, C, carries -0.316; number 4, C, carries -0.106; number 5, C, carries -0.258; number 6, O, carries -0.028; number 7, N, carries 0.119; number 8, N, carries 0.120

***

Arrangement ii

Computed, not measured: the molecule C3H4N4O, with the ωB97M-V functional and the def2-TZVPD basis.

```
12
Properties=species:S:1:pos:R:3
O 2.678 0.179 -0.129
N 1.858 -1.046 -0.045
C 0.639 -0.674 0.021
N -0.352 -1.566 0.025
N -1.594 -1.335 -0.090
C -2.079 -0.045 -0.127
C -1.154 0.952 -0.030
N 0.175 0.630 -0.008
H 3.564 -0.325 0.085
H -3.156 0.000 0.079
H -1.546 1.996 -0.006
H 0.968 1.233 0.226
```

- spin multiplicity = 1
- highest occupied orbital energy (eV) = -8.51
- orbital gap (eV) = 8.23
- SMILES = O/N=c1/nncc[nH]1

Atom charges from the Löwdin analysis, given in e for atoms 1 to 8: number 1, O, carries -0.143; number 2, N, carries 0.058; number 3, C, carries -0.464; number 4, N, carries 0.063; number 5, N, carries 0.032; number 6, C, carries -0.133; number 7, C, carries -0.065; number 8, N, carries 0.127

***

Arrangement iii

Computed, not measured: C3H4N4O as an isolated structure, with the ωB97M-V functional and the def2-TZVPD basis.

```
12
Properties=species:S:1:pos:R:3
C 0.695 0.974 -0.162
C 0.910 -1.215 -0.229
C -1.344 -0.654 0.154
H 1.006 2.778 0.715
H 0.930 -2.361 0.025
H -1.241 -1.865 0.563
H -3.126 0.226 -0.167
N 2.006 0.710 -0.282
N 2.067 -0.761 -0.046
N -0.055 -0.310 -0.169
N -2.081 0.366 -0.380
O 0.233 2.112 -0.022
```

- spin multiplicity = 1
- highest occupied orbital energy (eV) = -9.27
- orbital gap (eV) = 8.90

Atom charges from the Löwdin analysis, given in e for atoms 1 to 8: number 1, C, carries -0.495; number 2, C, carries -0.301; number 3, C, carries -0.171; number 4, H, carries 0.336; number 5, H, carries 0.160; number 6, H, carries 0.196; number 7, H, carries 0.063; number 8, N, carries 0.088

***

Most stable to least stable, the ends of the list are arrangement ii and arrangement i.